# 1
Below is an isolated molecule of C18H24N2O2, with properties calculated with ωB97M-V/def2-TZVPD.

Each line ends with the Mulliken charge.
CARTESIAN COORDINATES (ANGSTROEM)
C: -0.53 -2.31 0.29  -1.504
H: -0.10 -1.47 0.82  0.249
H: -0.87 -3.04 1.02  0.412
H: 0.26 -2.77 -0.31  0.376
C: -1.65 -1.84 -0.62  -0.803
N: -2.56 -0.91 0.03  0.642
C: -3.53 -0.31 -0.87  -1.053
C: -3.79 1.15 -0.50  -0.522
C: -2.73 2.11 -1.08  -1.175
N: -1.38 1.64 -0.92  -0.002
C: -0.65 1.61 0.18  1.133
C: 0.62 1.04 0.12  -0.698
C: 1.15 0.42 -1.08  1.160
O: 0.60 0.33 -2.18  -0.870
H: -0.94 1.17 -1.72  0.462
C: 2.49 -0.10 -0.73  0.216
C: 3.41 -0.79 -1.50  -0.369
C: 4.61 -1.17 -0.91  -0.551
C: 4.88 -0.87 0.41  -0.469
C: 3.95 -0.18 1.19  -0.406
C: 2.76 0.20 0.61  0.065
C: 1.60 0.93 1.19  0.219
O: 1.53 1.33 2.34  -0.746
H: 4.15 0.06 2.23  0.495
H: 5.82 -1.17 0.85  0.391
H: 5.35 -1.70 -1.49  0.395
H: 3.20 -1.02 -2.54  0.500
C: -1.18 2.16 1.45  -1.895
H: -0.37 2.33 2.16  0.532
H: -1.87 1.44 1.89  0.230
H: -1.72 3.09 1.28  0.377
H: -2.84 3.09 -0.62  0.348
H: -2.90 2.22 -2.15  0.449
H: -4.76 1.46 -0.89  0.480
H: -3.81 1.25 0.58  0.189
H: -4.49 -0.86 -0.85  0.362
H: -3.15 -0.37 -1.89  0.597
C: -3.15 -1.41 1.26  -0.877
C: -3.93 -2.73 1.16  -1.373
H: -4.71 -2.67 0.41  0.266
H: -3.27 -3.56 0.90  0.266
H: -4.39 -2.95 2.12  0.451
H: -3.83 -0.64 1.64  0.491
H: -2.35 -1.53 2.00  0.467
H: -1.20 -1.31 -1.47  0.599
H: -2.18 -2.72 -1.03  0.492

Values from the calculation:
* SMILES string: CCN(CC)CCCNC(C)=C1C(=O)c2ccccc2C1=O
* maximum force: 0.7 eV/Å
* electronic energy: -26131.22631 eV
* gap between HOMO and LUMO: 0.3093 hartree
* relative energy (zero: lowest compared OMol25 entry of this formula, charge and spin): 164.2 kJ/mol
* total charge: 0
* E_HOMO: -8.222 eV

---

# 2
Below is an isolated molecule of C18H24N2O2, with properties calculated with ωB97M-V/def2-TZVPD.

Each line ends with the Mulliken charge.
CARTESIAN COORDINATES (ANGSTROEM)
C: -4.24 -0.66 -2.90  -1.621
C: -3.71 -0.09 -1.62  0.906
C: -2.45 0.47 -1.57  -0.985
C: -1.92 1.00 -0.39  0.783
C: -2.71 0.96 0.77  -0.401
C: -3.98 0.40 0.73  -0.777
C: -4.49 -0.12 -0.45  1.183
C: -5.86 -0.72 -0.47  -1.810
H: -6.49 -0.19 -1.19  0.347
H: -5.82 -1.76 -0.78  0.345
H: -6.33 -0.66 0.51  0.358
H: -4.58 0.38 1.63  0.295
N: -2.19 1.48 1.93  -0.086
C: -0.95 2.05 2.08  0.497
O: -0.59 2.46 3.17  -0.721
C: -0.15 2.10 0.85  0.238
C: -0.63 1.59 -0.30  -0.206
H: -0.02 1.63 -1.20  0.442
C: 1.22 2.69 0.98  -1.175
H: 1.59 3.00 0.00  0.397
H: 1.18 3.56 1.64  0.429
C: 2.20 1.67 1.58  -1.069
N: 2.28 0.47 0.78  0.001
C: 3.25 0.26 -0.13  0.403
O: 4.18 1.03 -0.28  -0.674
C: 3.10 -1.02 -0.93  -0.881
H: 3.47 -0.84 -1.93  0.392
H: 2.04 -1.30 -0.99  0.347
C: 3.90 -2.19 -0.31  0.658
C: 3.46 -2.47 1.13  -1.445
H: 2.39 -2.66 1.17  0.331
H: 3.97 -3.34 1.51  0.445
H: 3.69 -1.62 1.77  0.272
C: 5.39 -1.91 -0.37  -1.404
H: 5.72 -1.80 -1.40  0.353
H: 5.95 -2.72 0.09  0.407
H: 5.63 -0.98 0.15  0.287
H: 3.68 -3.08 -0.91  0.331
H: 1.49 -0.15 0.82  0.304
H: 1.88 1.41 2.59  0.515
H: 3.20 2.10 1.61  0.365
H: -2.76 1.45 2.77  0.192
H: -1.84 0.50 -2.47  0.388
H: -4.48 -1.71 -2.78  0.333
H: -5.15 -0.14 -3.19  0.334
H: -3.51 -0.55 -3.70  0.376

Values from the calculation:
* SMILES string: Cc1cc2cc(CCNC(=O)CC(C)C)c(=O)[nH]c2cc1C
* maximum force: 0.7 eV/Å
* electronic energy: -26132.92859 eV
* gap between HOMO and LUMO: 0.3144 hartree
* relative energy (zero: lowest compared OMol25 entry of this formula, charge and spin): 0.0 kJ/mol
* total charge: 0
* E_HOMO: -8.283 eV

---

# 3
Below is an isolated molecule of C18H24N2O4 at a distorted geometry, with properties calculated with ωB97M-V/def2-TZVPD.

Each line ends with the Mulliken charge.
CARTESIAN COORDINATES (ANGSTROEM)
O: 1.71 -1.33 -0.45  -0.659
C: 1.10 -0.93 -1.40  0.316
N: 1.71 -0.62 -2.58  -0.284
H: 1.39 -0.14 -3.35  0.426
C: 3.39 -0.32 -2.51  -1.517
H: 3.81 -0.99 -3.55  0.177
C: 3.94 0.86 -2.63  -0.246
H: 4.81 1.15 -2.78  0.937
C: 3.29 1.83 -1.42  -0.609
H: 4.13 2.34 -0.92  0.383
C: 2.07 2.60 -2.04  -0.261
H: 1.18 2.22 -1.96  0.212
C: 2.67 3.00 -3.17  -0.759
H: 3.27 3.61 -3.42  0.688
O: 3.13 1.77 -3.74  -0.514
H: 1.85 3.01 -4.02  0.180
H: 2.20 3.53 -1.17  0.188
H: 3.06 0.97 -0.60  0.260
H: 3.54 -0.98 -1.77  0.745
C: -0.28 -0.92 -1.70  0.743
C: -1.00 -0.51 -0.49  -0.058
C: -2.35 -0.66 -0.64  0.459
C: -3.14 -0.73 -1.77  -0.112
C: -2.33 -1.03 -2.95  -1.501
C: -1.17 -0.73 -2.95  -0.397
H: -0.53 -1.15 -3.72  0.392
H: -2.78 -0.95 -3.66  0.908
H: -4.30 -0.61 -1.75  0.352
C: -3.09 -0.44 0.74  0.411
O: -4.28 -0.90 0.96  -0.733
N: -2.69 0.42 1.67  -0.114
H: -1.64 0.86 1.60  0.328
C: -3.13 0.47 3.08  -1.135
H: -3.06 1.60 3.43  0.329
H: -4.00 0.05 3.13  0.601
C: -2.30 -0.29 3.95  0.101
H: -2.52 0.17 5.11  0.240
C: -2.00 -1.99 3.81  -0.502
H: -2.79 -2.28 4.40  0.470
H: -2.23 -2.05 2.61  0.169
C: -0.56 -2.19 4.31  -0.483
H: -0.12 -3.14 3.57  0.262
C: 0.21 -0.77 3.69  -0.085
H: 1.14 -0.53 4.37  0.240
O: -0.81 0.38 3.77  -0.485
H: 0.34 -0.88 2.84  -0.042
H: -0.47 -2.18 5.43  0.345
H: -0.41 -0.60 0.65  -0.364

Values from the calculation:
* SMILES string: O=C(NC[C@H]1CCCO1)c1cccc(C(=O)NC[C@@H]2CCCO2)c1
* maximum force: 18.3 eV/Å
* electronic energy: -30205.85831 eV
* gap between HOMO and LUMO: 0.3217 hartree
* relative energy (zero: lowest compared OMol25 entry of this formula, charge and spin): 2110.9 kJ/mol
* total charge: 0
* E_HOMO: -9.162 eV

---

# 4
Below is an isolated molecule of C18H24N2O5, with properties calculated with ωB97M-V/def2-TZVPD.

Each line ends with the Mulliken charge.
CARTESIAN COORDINATES (ANGSTROEM)
C: 3.92 -2.52 -0.07  -1.115
C: 3.47 -2.20 -1.49  -0.202
H: 3.17 -3.12 -2.01  0.300
H: 4.26 -1.70 -2.05  0.320
O: 2.38 -1.29 -1.48  -0.373
C: 1.15 -1.79 -1.31  -0.013
O: 0.91 -2.98 -1.27  -0.615
C: 0.15 -0.72 -1.10  0.713
C: 0.48 0.20 -0.11  -0.514
C: -0.44 1.14 0.33  0.617
C: -1.71 1.14 -0.24  -1.235
C: -2.03 0.26 -1.25  -0.582
C: -1.11 -0.68 -1.73  -0.020
N: -1.44 -1.51 -2.77  0.398
C: -0.49 -1.97 -3.76  -1.048
H: 0.51 -1.62 -3.51  0.493
C: -0.53 -3.50 -3.87  -0.560
C: -1.95 -3.99 -3.57  -0.667
C: -2.96 -2.95 -4.03  -0.838
C: -2.82 -1.68 -3.18  -1.113
H: -3.42 -1.78 -2.28  0.582
H: -3.18 -0.81 -3.75  0.366
H: -3.98 -3.33 -3.93  0.409
H: -2.80 -2.73 -5.09  0.328
H: -2.05 -4.13 -2.49  0.265
H: -2.13 -4.95 -4.05  0.433
H: -0.23 -3.79 -4.88  0.403
H: 0.17 -3.94 -3.16  0.237
H: -0.76 -1.52 -4.73  0.496
H: -3.02 0.32 -1.68  0.433
H: -2.45 1.85 0.10  0.334
N: -0.16 2.07 1.34  -0.061
C: 0.98 2.23 2.06  0.629
O: 1.98 1.57 1.94  -0.644
C: 0.84 3.34 3.11  -1.096
H: 0.30 4.19 2.70  0.337
H: 1.84 3.66 3.39  0.436
C: 0.10 2.82 4.34  -0.379
H: -0.78 2.24 4.04  0.309
C: -0.41 3.95 5.19  0.482
O: -0.76 5.03 4.79  -0.561
O: -0.46 3.62 6.49  -0.445
H: -0.81 4.35 7.02  0.360
H: 0.73 2.17 4.94  0.323
H: -0.92 2.70 1.54  0.211
H: 1.46 0.16 0.34  0.895
H: 3.13 -3.05 0.46  0.292
H: 4.16 -1.61 0.46  0.273
H: 4.81 -3.16 -0.10  0.409

Values from the calculation:
* SMILES string: CCOC(=O)c1cc(NC(=O)CCC(=O)O)ccc1N1CCCCC1
* maximum force: 0.7 eV/Å
* electronic energy: -32274.63306 eV
* gap between HOMO and LUMO: 0.2889 hartree
* relative energy (zero: lowest compared OMol25 entry of this formula, charge and spin): 35.7 kJ/mol
* total charge: 0
* E_HOMO: -7.322 eV

---

# 5
Below is an isolated molecule of C18H24N2OS2, with properties calculated with ωB97M-V/def2-TZVPD.

Each line ends with the Mulliken charge.
CARTESIAN COORDINATES (ANGSTROEM)
C: -0.91 3.35 -1.82  -0.585
H: -0.63 4.27 -1.31  0.239
O: 0.30 2.78 -2.29  -0.403
C: 0.15 1.67 -3.15  -0.605
C: 0.37 0.32 -2.43  -1.227
N: -0.59 0.07 -1.37  0.399
C: -0.27 0.32 -0.07  0.238
N: 0.83 1.09 0.13  0.150
C: 1.50 1.22 1.37  -0.136
C: 2.05 0.09 1.99  1.231
C: 2.72 0.27 3.19  -0.883
C: 2.88 1.52 3.75  -0.828
C: 2.36 2.63 3.11  -0.895
C: 1.67 2.50 1.92  0.823
C: 1.08 3.69 1.23  -1.158
H: 0.00 3.57 1.11  0.239
H: 1.52 3.83 0.24  0.291
H: 1.26 4.59 1.81  0.409
H: 2.49 3.61 3.54  0.370
H: 3.41 1.64 4.68  0.380
H: 3.14 -0.60 3.69  0.419
C: 1.93 -1.27 1.40  -1.458
H: 0.97 -1.72 1.67  0.304
H: 2.72 -1.92 1.77  0.465
H: 1.98 -1.24 0.31  0.184
H: 1.04 1.81 -0.56  0.160
S: -1.17 -0.23 1.20  -0.265
C: -1.78 -0.71 -1.72  -0.053
C: -1.71 -2.08 -1.12  0.316
C: -2.66 -2.83 -0.50  -0.657
C: -2.20 -4.11 -0.11  -0.486
C: -0.91 -4.33 -0.46  -0.561
S: -0.22 -2.97 -1.26  -0.116
H: -0.30 -5.20 -0.28  0.460
H: -2.81 -4.83 0.40  0.403
H: -3.65 -2.48 -0.29  0.412
C: -3.08 0.02 -1.38  -1.704
H: -3.92 -0.54 -1.78  0.576
H: -3.08 1.00 -1.84  0.375
H: -3.19 0.12 -0.31  0.334
H: -1.74 -0.83 -2.81  0.467
H: 0.30 -0.48 -3.17  0.598
H: 1.38 0.30 -2.01  0.464
H: -0.84 1.68 -3.62  0.375
H: 0.91 1.77 -3.93  0.412
H: -1.58 3.59 -2.66  0.360
H: -1.43 2.68 -1.13  0.163

Values from the calculation:
* SMILES string: COCCN(C(=S)Nc1c(C)cccc1C)[C@H](C)c1cccs1
* maximum force: 0.7 eV/Å
* electronic energy: -45753.61361 eV
* gap between HOMO and LUMO: 0.2993 hartree
* relative energy (zero: lowest compared OMol25 entry of this formula, charge and spin): 90.6 kJ/mol
* total charge: 0
* E_HOMO: -7.567 eV

---

# 6
Below is an isolated molecule of C18H24N4O at a distorted geometry, with properties calculated with ωB97M-V/def2-TZVPD.

Each line ends with the Mulliken charge.
CARTESIAN COORDINATES (ANGSTROEM)
C: 4.83 1.25 -0.49  -1.508
H: 5.40 0.40 -0.85  0.294
H: 5.53 1.97 -0.06  0.474
H: 4.33 1.72 -1.33  0.350
C: 3.81 0.83 0.58  0.231
N: 2.74 -0.03 0.10  0.755
C: 1.59 0.68 -0.41  -0.772
H: 0.97 -0.02 -0.97  0.642
C: 0.74 1.26 0.74  -1.116
N: -0.64 0.83 0.66  0.070
C: -0.97 -0.43 1.05  -0.018
N: -2.14 -0.97 1.00  -0.705
C: -3.12 -0.18 0.49  1.211
C: -2.88 1.13 0.07  -0.324
N: -4.04 1.68 -0.38  -0.037
C: -5.04 0.76 -0.26  -0.149
C: -6.39 0.86 -0.58  -0.881
C: -7.19 -0.23 -0.34  -0.374
C: -6.67 -1.41 0.20  -0.606
C: -5.34 -1.53 0.52  -0.518
C: -4.51 -0.43 0.29  0.339
H: -4.93 -2.43 0.93  0.500
H: -7.34 -2.25 0.36  0.381
H: -8.24 -0.19 -0.58  0.378
H: -6.80 1.77 -1.00  0.393
H: -4.12 2.62 -0.74  0.196
C: -1.58 1.72 0.12  0.450
O: -1.26 2.85 -0.24  -0.744
H: -0.16 -1.03 1.45  0.523
H: 1.16 0.92 1.69  0.414
H: 0.72 2.35 0.71  0.368
H: 1.87 1.49 -1.10  0.107
C: 3.10 -1.26 -0.58  0.196
H: 4.11 -1.51 -0.25  0.350
C: 2.17 -2.39 -0.12  -1.578
H: 2.18 -2.46 0.97  0.338
H: 2.51 -3.34 -0.53  0.485
H: 1.15 -2.22 -0.45  0.271
C: 3.12 -1.19 -2.11  -1.421
H: 3.56 -2.10 -2.51  0.442
H: 3.70 -0.35 -2.46  0.335
H: 2.11 -1.11 -2.52  0.321
C: 4.53 0.18 1.77  -1.519
H: 3.80 -0.17 2.49  0.354
H: 5.13 -0.67 1.45  0.314
H: 5.18 0.90 2.25  0.476
H: 3.32 1.73 0.95  0.311

Values from the calculation:
* SMILES string: CC(C)N(CCn1cnc2c([nH]c3ccccc32)c1=O)C(C)C
* maximum force: 1.2 eV/Å
* electronic energy: -27064.48535 eV
* gap between HOMO and LUMO: 0.3139 hartree
* relative energy (zero: lowest compared OMol25 entry of this formula, charge and spin): 30.8 kJ/mol
* total charge: 0
* E_HOMO: -7.949 eV

---

# 7
Below is an isolated molecule of C18H24N4O4S2 at a distorted geometry, with properties calculated with ωB97M-V/def2-TZVPD.

Each line ends with the Mulliken charge.
CARTESIAN COORDINATES (ANGSTROEM)
C: -5.05 -2.58 0.57  -1.312
C: -4.22 -1.40 1.09  -0.214
H: -4.42 -1.22 2.13  0.411
H: -4.61 -0.50 0.55  0.236
O: -2.93 -1.72 0.85  -0.456
C: -2.46 -1.31 -0.14  0.817
O: -3.11 -0.87 -0.95  -0.550
N: -1.10 -1.47 -0.36  0.105
C: -0.37 -1.08 -1.50  0.191
H: -0.99 -0.91 -2.21  1.049
H: 0.21 -0.01 -1.15  -0.611
C: 0.53 -2.13 -1.93  -1.394
N: 1.45 -2.84 -0.81  -0.070
C: 2.77 -2.36 -0.43  1.018
O: 3.26 -2.86 0.43  -0.456
C: 3.48 -1.73 -1.39  -1.842
C: 3.33 -0.35 -1.40  0.793
C: 3.56 0.34 0.01  -1.357
C: 3.15 1.91 0.06  -1.706
N: 1.57 1.87 0.42  -0.046
C: 1.05 1.50 1.44  0.318
S: 1.91 1.21 2.99  -0.342
N: -0.26 1.63 1.76  0.003
C: -1.18 1.90 0.87  0.004
C: -0.60 2.35 -0.79  0.299
C: 0.90 2.22 -0.82  0.061
O: 1.35 2.30 -1.87  -0.472
S: -1.82 2.69 -1.71  -0.226
C: -3.12 2.20 -0.37  -0.339
C: -2.49 1.85 0.80  -0.858
H: -3.10 1.78 1.55  0.765
H: -4.11 2.31 -0.87  0.395
H: -0.57 1.33 2.65  0.335
H: 3.24 2.29 -0.78  0.871
H: 3.46 2.19 1.02  0.611
H: 4.72 0.63 0.12  0.048
H: 3.22 -0.25 0.54  1.216
H: 2.26 0.05 -1.45  -0.344
H: 3.91 0.35 -2.18  0.378
H: 4.49 -1.76 -1.18  0.295
H: 3.43 -2.15 -2.35  0.491
C: 0.46 -3.08 0.62  -1.699
H: 1.15 -3.53 1.21  0.504
C: -0.36 -2.16 0.90  0.225
H: -1.09 -2.32 1.57  0.654
H: 0.48 -1.29 1.28  -0.041
H: 0.07 -4.10 0.06  0.350
H: 1.39 -2.03 -2.61  0.484
H: 0.07 -3.00 -2.28  0.355
H: -4.91 -3.44 1.00  0.421
H: -4.87 -2.59 -0.63  0.257
H: -6.15 -2.42 0.57  0.375

Values from the calculation:
* SMILES string: CCOC(=O)N1CCN(C(=O)CCCCn2c(=S)[nH]c3ccsc3c2=O)CC1
* maximum force: 19.8 eV/Å
* electronic energy: -54859.64095 eV
* gap between HOMO and LUMO: 0.2556 hartree
* relative energy (zero: lowest compared OMol25 entry of this formula, charge and spin): 1621.4 kJ/mol
* total charge: 0
* E_HOMO: -7.414 eV

---

# 8
Below is an isolated molecule of C18H24N4O4S2 at a distorted geometry, with properties calculated with ωB97M-V/def2-TZVPD.

Each line ends with the Mulliken charge.
CARTESIAN COORDINATES (ANGSTROEM)
C: 0.02 3.40 2.67  -1.591
C: 1.00 2.73 1.75  1.099
C: 1.27 3.26 0.50  -1.002
C: 2.13 2.64 -0.38  -0.648
C: 2.74 1.45 -0.01  0.336
C: 2.50 0.93 1.25  -0.320
C: 1.64 1.55 2.14  1.112
C: 1.36 0.94 3.48  -1.775
H: 0.30 0.70 3.57  0.271
H: 1.94 0.03 3.62  0.365
H: 1.62 1.63 4.28  0.420
H: 3.00 0.01 1.53  0.419
O: 3.59 0.72 -0.81  -0.519
C: 3.44 0.75 -2.21  -0.318
C: 3.31 -0.70 -2.68  0.212
O: 4.03 -1.23 -3.48  -0.610
N: 2.32 -1.43 -2.04  0.026
C: 1.29 -0.95 -1.28  0.260
N: 0.67 0.16 -1.50  -0.506
N: -0.30 0.40 -0.63  0.159
C: -0.45 -0.51 0.26  0.148
S: 0.66 -1.84 0.11  -0.352
S: -1.73 -0.58 1.51  1.412
O: -1.46 -1.78 2.24  -0.803
O: -1.73 0.67 2.21  -0.729
N: -3.13 -0.75 0.71  0.123
C: -3.82 0.41 0.20  -0.896
H: -4.89 0.29 0.40  0.415
C: -3.60 0.68 -1.29  -0.239
H: -4.23 1.52 -1.57  0.399
H: -2.56 0.98 -1.45  0.173
C: -3.92 -0.52 -2.18  -1.014
H: -4.90 -0.94 -1.92  0.334
C: -2.84 -1.61 -2.12  -0.098
C: -2.98 -2.62 -0.97  -0.505
C: -3.59 -2.06 0.33  -1.062
H: -4.68 -2.02 0.25  0.432
H: -3.33 -2.73 1.15  0.391
H: -3.63 -3.44 -1.29  0.467
H: -2.00 -3.04 -0.75  0.206
H: -2.85 -2.17 -3.06  0.481
H: -1.87 -1.11 -2.06  -0.126
H: -3.98 -0.16 -3.21  0.412
H: -3.45 1.26 0.79  0.324
H: 2.41 -2.43 -2.13  0.278
H: 2.54 1.30 -2.52  0.307
H: 4.33 1.18 -2.68  0.351
H: 2.32 3.08 -1.35  0.421
H: 0.79 4.18 0.20  0.360
H: -0.82 2.73 2.84  0.251
H: -0.36 4.32 2.23  0.402
H: 0.47 3.62 3.63  0.346

Values from the calculation:
* SMILES string: Cc1ccc(OCC(=O)Nc2nnc(S(=O)(=O)N3CCCCCC3)s2)cc1C
* maximum force: 1.6 eV/Å
* electronic energy: -54875.53703 eV
* gap between HOMO and LUMO: 0.2970 hartree
* relative energy (zero: lowest compared OMol25 entry of this formula, charge and spin): 87.6 kJ/mol
* total charge: 0
* E_HOMO: -8.200 eV